## i
A structure of composition C2H6N2, computed with ωB97M-V/def2-TZVPD.

The geometry in XYZ format:
```
10
Properties=species:S:1:pos:R:3
C 0.9639 0.4601 1.1763
N -0.7395 -0.5945 -1.1296
C -0.8331 -0.8256 0.2243
N -0.1326 -0.2192 1.0986
H -0.1173 0.1481 -1.4299
H -1.5123 -0.8940 -1.7038
H -1.5685 -1.5560 0.5400
H 0.8819 1.4159 1.7032
H 1.6833 0.7164 0.0581
H 1.3743 1.3489 -0.5371
```

frontier orbital gap	8.05	eV
molecular weight	58.08	Da
charge	0
highest occupied orbital energy	-7.478	eV
multiplicity	1
LUMO energy	0.5732	eV

---

## ii
A cluster of 2 separate species, C2H6N2 in total, computed with ωB97M-V/def2-TZVPD.

The geometry in XYZ format:
```
10
Properties=species:S:1:pos:R:3
C 6.1904 -1.7142 -0.8338
N 6.9149 -1.7963 -1.8611
H 6.5356 -2.0145 0.1579
H 5.3564 -1.0069 -0.7255
H 6.7655 -1.0206 -2.5072
C -6.1540 1.5830 0.7939
N -6.4427 1.7934 2.0148
H -5.2323 1.9421 0.3394
H -6.9760 1.2023 0.1765
H -6.9577 1.0317 2.4450
```

frontier orbital gap	10.47	eV
molecular weight	58.08	Da
charge	0
highest occupied orbital energy	-9.405	eV
multiplicity	1
LUMO energy	1.0650	eV

---

Verdict on stability: ii comes out on top.

---

## i
A structure of composition C3H8CsO, computed with ωB97M-V/def2-TZVPD.

The geometry in XYZ format:
```
13
Properties=species:S:1:pos:R:3
Cs 29.1320 -18.6521 2.1652
C 25.8781 -19.9162 3.6109
C 26.8108 -19.9196 4.8262
C 26.3184 -20.8719 5.9203
O 28.1149 -20.3504 4.4053
H 26.0777 -20.7772 2.9729
H 26.0513 -19.0148 3.0231
H 24.8104 -19.9308 3.8300
H 26.8936 -18.9222 5.2581
H 25.2937 -20.6534 6.2206
H 26.9002 -20.6692 6.8195
H 26.3828 -21.9369 5.6973
H 28.7476 -20.2503 5.1203
```

frontier orbital gap	10.60	eV
molecular weight	193.00	Da
charge	+1
highest occupied orbital energy	-14.287	eV
multiplicity	1
LUMO energy	-3.6904	eV

---

## ii
A structure of composition C3H8CsO, computed with ωB97M-V/def2-TZVPD.

The geometry in XYZ format:
```
13
Properties=species:S:1:pos:R:3
Cs -3.6980 -0.1507 -2.0052
C 1.1715 0.1728 1.0747
C -0.1345 0.0615 0.3211
C 0.0302 0.3558 -1.1409
O -0.6437 -1.3027 0.3399
H 2.0512 -0.0281 0.4598
H 1.2223 -0.5229 1.9156
H 1.3382 1.1615 1.5140
H -0.8991 0.6889 0.7901
H 0.8239 -0.2841 -1.5269
H 0.3008 1.3969 -1.3130
H -0.8630 0.0517 -1.6844
H -0.6999 -1.6007 1.2551
```

frontier orbital gap	9.86	eV
molecular weight	193.00	Da
charge	+1
highest occupied orbital energy	-13.673	eV
multiplicity	1
LUMO energy	-3.8160	eV

---

Verdict on stability: i comes out on top.

---

## i
The ion Cl3H2NP with charge +1, computed with ωB97M-V/def2-TZVPD.

The geometry in XYZ format:
```
7
Properties=species:S:1:pos:R:3
N 0.4329 1.1415 -0.3924
P -0.4356 -0.5134 0.2216
Cl 1.0381 -1.8490 0.3142
Cl -1.1994 -0.2504 1.9846
Cl -1.7398 -1.0610 -1.1117
H 0.8282 1.0385 -1.3160
H 1.0756 1.4939 0.2998
```

frontier orbital gap	10.22	eV
molecular weight	153.36	Da
charge	+1
highest occupied orbital energy	-15.649	eV
multiplicity	1
LUMO energy	-5.4280	eV

---

## ii
A cluster of 2 separate species, Cl3H2NP in total, computed with ωB97M-V/def2-TZVPD.

The geometry in XYZ format:
```
7
Properties=species:S:1:pos:R:3
N -0.4687 -0.5382 0.3623
P 1.3761 -2.5586 -0.5029
Cl 0.2684 -3.4859 -1.8728
Cl 3.0803 -2.1954 -1.3869
Cl 1.7708 -3.5037 1.1878
H -1.1619 -0.3136 -0.3307
H 0.3301 0.0665 0.3907
```

frontier orbital gap (alpha / beta)	6.74 / 6.74	eV
molecular weight	153.36	Da
charge	+1
highest occupied orbital energy (alpha / beta)	-15.046 / -15.045	eV
multiplicity	1
LUMO energy (alpha / beta)	-8.3058 / -8.3073	eV

---

Verdict on stability: i comes out on top.

---

## i
A cluster of 2 separate species, CH2N3O3 in total, computed with ωB97M-V/def2-TZVPD.

The geometry in XYZ format:
```
9
Properties=species:S:1:pos:R:3
C -2.4729 -0.2455 -0.0509
N 0.3989 0.9173 0.2979
N -3.5268 0.1711 0.3576
N -1.2128 -0.3603 -0.2522
O -0.5549 -1.5336 0.0980
O 1.1539 -0.0526 0.8477
O -4.7016 0.3558 0.1019
H 0.2850 -1.0568 0.3219
H 0.7423 0.8383 -0.7871
```

frontier orbital gap (alpha / beta)	6.93 / 6.93	eV
molecular weight	104.05	Da
charge	-1
highest occupied orbital energy (alpha / beta)	-3.160 / -3.161	eV
multiplicity	1
LUMO energy (alpha / beta)	3.7653 / 3.7660	eV

---

## ii
A cluster of 2 separate species, CH2N3O3 in total, computed with ωB97M-V/def2-TZVPD.

The geometry in XYZ format:
```
9
Properties=species:S:1:pos:R:3
C 0.4784 -0.8695 -0.0210
N -0.9476 1.2306 0.2689
N -1.7541 0.3930 0.3936
N 0.4338 0.0022 -1.1206
O 1.5311 -0.6301 0.7203
O 1.5403 0.6771 -1.1189
O -0.3836 -1.7432 0.0786
H 1.8649 0.4047 -0.1546
H -2.7631 0.5353 0.9538
```

frontier orbital gap (alpha / beta)	7.55 / 8.28	eV
molecular weight	104.05	Da
charge	-1
highest occupied orbital energy (alpha / beta)	-3.553 / -3.816	eV
multiplicity	1
LUMO energy (alpha / beta)	3.9950 / 4.4646	eV

---

## iii
The ion CH2N3O3 with charge -1, computed with ωB97M-V/def2-TZVPD.

The geometry in XYZ format:
```
9
Properties=species:S:1:pos:R:3
C -1.4135 -0.3754 1.2891
N 0.5357 0.9959 -0.1113
N 1.5188 0.6031 -0.9819
N -0.3087 -0.2172 0.1700
O -1.3575 -1.5242 1.7260
O -0.1527 -1.2620 -0.5239
O -2.0450 0.6569 1.5129
H 1.3400 -0.2458 -1.5455
H 1.8828 1.3687 -1.5354
```

frontier orbital gap (alpha / beta)	8.24 / 8.39	eV
molecular weight	104.05	Da
charge	-1
highest occupied orbital energy (alpha / beta)	-3.958 / -4.099	eV
multiplicity	1
LUMO energy (alpha / beta)	4.2837 / 4.2954	eV

---

Verdict on stability: iii comes out on top.

---

## i
A cluster of 2 separate species, C9H13N3O in total, computed with ωB97M-V/def2-TZVPD.

The geometry in XYZ format:
```
26
Properties=species:S:1:pos:R:3
C 1.3145 1.6630 -2.4089
C -0.9957 2.2066 -1.4411
C -2.6188 1.5541 -1.7234
C 1.0084 -0.9002 0.6210
C 1.6139 -2.0936 0.7146
C 1.6433 -2.8638 1.8850
C 0.6978 -2.4998 2.9321
C 0.0022 -1.2688 2.7215
C 0.2996 -0.2230 1.7277
H 0.7768 2.7864 -2.7927
H 1.6045 0.7944 -3.6503
H 2.2625 1.7255 -1.6201
H -0.9893 3.2451 -2.1656
H -0.9064 2.8256 -0.4849
H -3.3154 2.5025 -1.8301
H -2.8389 0.6681 -2.5460
H -2.5647 0.2485 -0.2151
H 2.2005 -2.1777 -0.0505
H 2.4101 -3.6439 1.6817
H 0.4184 -3.2574 3.6101
H -0.5943 -0.6376 3.4735
H -0.4315 0.6182 1.5645
N 0.1230 1.3677 -1.7510
N 0.1793 0.5057 -0.6852
N 1.1740 -0.0751 -0.6313
O -3.2697 1.0334 -0.4591
```

frontier orbital gap	9.19	eV
molecular weight	179.22	Da
charge	0
highest occupied orbital energy	-8.757	eV
multiplicity	1
LUMO energy	0.4322	eV

---

## ii
A structure of composition C9H13N3O, computed with ωB97M-V/def2-TZVPD.

The geometry in XYZ format:
```
26
Properties=species:S:1:pos:R:3
C 2.6811 0.1530 0.8663
C 0.6809 1.3010 1.2822
C 0.5437 2.5352 1.9742
C -0.5066 3.3942 1.7557
C -1.3320 3.1583 0.6220
C -1.0660 2.0099 -0.0951
C -0.1799 0.8906 0.2308
C 0.4552 -2.7589 -1.3085
C -1.9503 -2.8088 -1.8675
H 3.3827 -0.8006 1.0187
H 3.5246 0.9245 1.0048
H 2.2430 0.1610 -0.3193
H 1.0870 2.4619 3.0367
H -0.5802 4.2538 2.5726
H -2.1697 3.8625 0.4345
H -1.7577 1.7815 -0.9212
H 1.4371 -1.9748 -1.0309
H 0.0571 -3.6153 -0.2246
H 0.5999 -3.3773 -2.2305
H -1.8238 -3.9302 -2.5689
H -2.3863 -3.0201 -0.5701
H -2.6975 -2.0940 -2.3077
N -0.0861 -0.3851 -0.2418
N -1.0380 -0.7489 -1.0322
N -0.7489 -1.8144 -1.8288
O 1.6306 0.4410 1.7486
```

frontier orbital gap	7.97	eV
molecular weight	179.22	Da
charge	0
highest occupied orbital energy	-8.268	eV
multiplicity	1
LUMO energy	-0.2929	eV

---

## iii
The molecule C9H13N3O, computed with ωB97M-V/def2-TZVPD.

The geometry in XYZ format:
```
26
Properties=species:S:1:pos:R:3
C -1.1173 -2.3660 1.0199
C -0.4927 1.1536 1.7248
C -0.4806 -0.1916 1.6229
C -0.0261 2.8459 0.0451
C -1.0653 2.1958 0.8143
C -1.2802 -0.9279 0.5838
C -0.6848 -0.6461 -0.7743
C 0.7764 -0.6905 -0.7838
C 1.3014 -2.0831 -0.9820
N -0.8743 -3.4436 1.3117
N 0.3914 2.5037 -1.0896
N -1.5287 -0.4325 -1.7345
O 2.6381 -1.9349 -1.5218
H -0.1029 1.6628 2.6192
H 0.0160 -0.7614 2.4322
H -1.7489 1.7576 0.1294
H -1.5524 3.0855 1.3133
H -2.4344 -0.7353 0.6149
H 1.1144 -0.4131 0.2024
H 1.2730 -0.0170 -1.5196
H 1.4723 -2.7509 -0.0340
H 0.5536 -2.5978 -1.6570
H 1.2679 2.8614 -1.3901
H -1.1756 -0.1908 -2.6611
H 0.5593 3.5533 0.5428
H 3.2004 -1.4372 -0.8290
```

frontier orbital gap	10.34	eV
molecular weight	179.22	Da
charge	0
highest occupied orbital energy	-9.791	eV
multiplicity	1
LUMO energy	0.5523	eV

---

Verdict on stability: iii comes out on top.

---

## i
A structure of composition C9H14N4O3S, computed with ωB97M-V/def2-TZVPD.

The geometry in XYZ format:
```
31
Properties=species:S:1:pos:R:3
C 0.6861 -0.7043 -0.0248
C -0.8669 -0.7604 -0.1379
C 1.4540 0.4560 -0.7230
C 2.8998 0.4683 -0.1669
C 3.9016 -0.5300 -0.2392
C 4.8957 1.4893 0.3782
C -2.8423 0.3183 0.8941
C -3.7627 -0.8849 0.4695
C -3.0219 1.4606 -0.1706
H 0.3819 -2.6375 -0.7272
H 1.0987 -1.3898 -1.9362
H 0.7015 -0.8355 1.0273
H 1.3104 0.2562 -1.8124
H 0.7309 1.4016 -0.6005
H 3.7373 -1.8220 -0.0720
H 5.6365 2.1722 0.6956
H 5.9007 -0.5292 0.2532
H -0.8504 0.7713 1.3120
H -3.2239 0.6541 1.9082
H -2.5161 2.5357 0.1066
H -2.5305 0.7521 -1.0936
H -5.4492 1.3385 -0.8611
H -2.7593 -1.6126 2.0007
N 1.2161 -1.7986 -0.8391
N 3.6487 1.6984 0.3711
N 5.1352 0.1116 0.0567
N -1.4907 -0.0876 0.9263
O -1.4917 -1.6115 -0.9224
O -4.5179 -0.9088 -0.6428
O -3.4490 -2.0174 1.0236
S -4.5623 2.2458 -0.4532
```

frontier orbital gap	8.64	eV
molecular weight	258.30	Da
charge	0
highest occupied orbital energy	-8.876	eV
multiplicity	1
LUMO energy	-0.2324	eV

---

## ii
The molecule C9H14N4O3S, computed with ωB97M-V/def2-TZVPD.

The geometry in XYZ format:
```
31
Properties=species:S:1:pos:R:3
C 0.2959 -0.5613 1.0942
C -0.8715 0.4461 0.6265
C 0.5909 -1.2994 -0.3154
C 1.9127 -2.0776 -0.1561
C 2.1861 -3.0062 0.7460
C 4.0334 -2.2267 -0.1768
C -1.2311 2.5069 -0.6560
C -2.6975 2.5938 0.1301
C -1.5487 1.8501 -2.0468
H -0.0562 -1.1912 3.0436
H -1.2232 -1.6553 1.7533
H 1.2803 -0.1342 1.4375
H -0.4514 -1.8242 -0.5895
H 0.6692 -0.6891 -1.3295
H 1.5200 -3.4606 1.3534
H 5.1759 -2.2421 -0.3776
H 4.1630 -4.0361 0.9825
H 0.5813 1.6746 -0.1150
H -0.8522 3.4615 -0.8735
H -0.7104 1.6756 -2.7312
H -1.9584 0.7776 -1.7588
H -4.1285 2.5920 -2.4600
H -1.4650 3.0593 1.7885
N -0.2030 -1.6101 2.0333
N 3.0613 -1.5304 -0.8117
N 3.5795 -3.1162 0.7647
N -0.3933 1.6122 0.0706
O -2.0725 -0.0385 0.4378
O -3.7776 2.6354 -0.2830
O -2.5408 2.9998 1.4643
S -2.8682 2.8144 -3.0456
```

frontier orbital gap	9.10	eV
molecular weight	258.30	Da
charge	0
highest occupied orbital energy	-8.823	eV
multiplicity	1
LUMO energy	0.2762	eV

---

Verdict on stability: ii comes out on top.